Entry 1:
{
  "formula": "C22H28N2O4S",
  "method": "ωB97M-V/def2-TZVPD",
  "elements": ["C", "C", "C", "C", "C", "C", "C", "H", "H", "S", "O", "O", "N", "C", "H", "C", "O", "N", "H", "C", "H", "H", "C", "C", "H", "C", "H", "C", "H", "H", "O", "H", "H", "H", "H", "C", "C", "C", "C", "C", "C", "C", "H", "C", "H", "H", "H", "H", "H", "H", "H", "H", "H", "H", "H", "H", "H"],
  "positions_angstrom": [[5.811, 4.116, 1.510], [4.732, 3.083, 1.416], [3.606, 3.165, 2.231], [2.614, 2.203, 2.164], [2.750, 1.150, 1.280], [3.861, 1.045, 0.465], [4.850, 2.010, 0.538], [5.723, 1.931, -0.092], [3.947, 0.200, -0.199], [1.428, -0.039, 1.115], [0.616, 0.007, 2.304], [1.967, -1.303, 0.711], [0.493, 0.521, -0.128], [-0.430, 1.605, 0.140], [-0.390, 2.342, -0.665], [-1.854, 1.030, 0.233], [-2.697, 1.211, -0.620], [-2.033, 0.318, 1.356], [-1.223, 0.160, 1.948], [-3.173, -0.538, 1.578], [-3.728, -0.211, 2.463], [-3.826, -0.460, 0.705], [-2.708, -1.989, 1.779], [-1.923, -2.514, 0.564], [-0.849, -2.501, 0.740], [-2.489, -3.921, 0.373], [-2.441, -4.268, -0.655], [-3.922, -3.725, 0.862], [-4.404, -4.641, 1.206], [-4.539, -3.268, 0.074], [-3.821, -2.853, 1.970], [-1.971, -4.632, 1.018], [-2.142, -1.895, -0.307], [-2.101, -2.034, 2.694], [-0.163, 2.079, 1.087], [1.027, 0.401, -1.470], [-0.083, 0.125, -2.450], [-0.603, 1.133, -3.246], [-1.665, 0.867, -4.094], [-2.209, -0.401, -4.147], [-1.693, -1.427, -3.363], [-0.628, -1.149, -2.520], [-0.209, -1.929, -1.900], [-2.295, -2.799, -3.419], [-1.619, -3.537, -2.996], [-2.524, -3.077, -4.446], [-3.227, -2.819, -2.853], [-3.043, -0.603, -4.804], [-2.072, 1.655, -4.708], [-0.180, 2.127, -3.209], [1.720, -0.441, -1.434], [1.575, 1.313, -1.751], [1.746, 2.244, 2.803], [3.509, 3.989, 2.922], [6.384, 4.167, 0.587], [5.393, 5.096, 1.724], [6.496, 3.860, 2.319]],
  "forces_ev_per_a": [[0.0, 0.0, 0.1], [-0.1, 0.0, 0.0], [0.0, -0.1, -0.1], [-0.1, 0.1, 0.2], [-0.5, -0.5, 0.0], [0.1, -0.1, -0.1], [-0.1, 0.0, 0.0], [0.1, 0.0, -0.1], [0.1, -0.1, -0.1], [0.0, 0.0, -0.3], [0.2, 0.4, 0.1], [0.2, 0.2, -0.2], [0.6, -0.5, 0.8], [-0.4, 0.1, 0.1], [0.0, -0.1, 0.1], [0.3, 0.4, 0.1], [-0.1, 0.1, -0.3], [0.0, -0.3, 0.5], [-0.2, 0.1, -0.2], [-0.3, -0.3, 0.1], [0.0, 0.0, -0.1], [0.0, -0.1, 0.1], [0.2, 0.4, -0.1], [-0.1, -0.1, 0.2], [0.0, 0.0, -0.1], [-0.2, 0.1, 0.2], [0.0, -0.1, -0.1], [0.0, -0.2, -0.3], [0.0, 0.0, -0.1], [0.0, -0.1, 0.0], [0.0, 0.1, 0.2], [0.0, -0.1, 0.0], [0.0, 0.1, -0.1], [0.0, 0.0, -0.1], [-0.1, 0.1, -0.1], [0.2, -0.1, -0.4], [0.0, 0.1, -0.1], [0.2, -0.1, 0.1], [-0.1, 0.0, -0.1], [0.0, 0.1, 0.0], [0.1, 0.0, 0.0], [0.0, 0.1, -0.1], [0.0, -0.2, 0.1], [0.0, 0.0, 0.0], [0.0, -0.1, 0.0], [0.0, -0.1, 0.0], [-0.1, -0.1, 0.0], [-0.1, 0.0, -0.1], [0.0, 0.1, -0.1], [0.0, 0.1, 0.0], [0.0, 0.1, -0.2], [0.0, -0.1, 0.0], [-0.1, 0.1, 0.1], [0.0, 0.1, 0.1], [0.1, 0.1, 0.0], [0.0, 0.1, 0.0], [0.1, 0.0, 0.0]],
  "lowdin_charge": [-0.05, -0.27, -0.03, -0.05, -0.27, -0.05, -0.03, 0.12, 0.11, 0.68, -0.29, -0.27, -0.22, -0.08, 0.13, -0.47, 0.07, 0.08, 0.09, -0.11, 0.13, 0.13, -0.31, -0.12, 0.11, -0.14, 0.10, -0.20, 0.12, 0.12, -0.10, 0.12, 0.10, 0.15, 0.12, -0.15, -0.21, -0.05, -0.07, -0.04, -0.27, 0.00, 0.12, -0.05, 0.07, 0.08, 0.08, 0.11, 0.10, 0.11, 0.12, 0.13, 0.11, 0.12, 0.08, 0.08, 0.09],
  "lumo_ev": 0.538,
  "de_lowest_ev": 0.714,
  "fmax_ha_per_bohr": 0.0220,
  "orbital_gap_ev": 9.5,
  "smiles": "Cc1ccc(S(=O)(=O)N(CC(=O)NC[C@@H]2CCCO2)Cc2cccc(C)c2)cc1"
}



Entry 2:
{
  "formula": "C4H7N3",
  "method": "ωB97M-V/def2-TZVPD",
  "elements": ["C", "C", "C", "C", "H", "H", "H", "H", "H", "H", "H", "N", "N", "N"],
  "positions_angstrom": [[0.610, -0.142, 0.146], [-0.215, 1.101, 0.366], [-1.653, 0.857, -0.335], [-0.242, -1.311, 0.220], [1.555, -1.059, -1.252], [3.146, -0.054, -0.306], [1.231, -0.270, 0.957], [-0.596, 0.910, 1.385], [0.264, 1.951, 0.030], [-2.234, 1.775, -0.412], [0.167, -2.214, 0.980], [1.694, 0.015, -0.919], [-2.260, -0.252, -0.676], [-1.468, -1.309, -0.184]],
  "forces_ev_per_a": [[2.4, 2.2, -0.2], [-4.2, -4.5, -0.7], [0.1, 0.8, -0.3], [-1.7, -2.1, 0.5], [1.5, 3.0, 0.1], [-4.8, 0.0, -1.7], [1.0, 0.1, 2.4], [0.6, 1.4, 0.3], [0.6, 2.1, 0.0], [-0.1, -0.1, -0.4], [-1.4, 2.0, -2.7], [1.9, -4.1, 0.2], [3.5, 2.1, 1.0], [0.5, -2.8, 1.4]],
  "lowdin_charge": [-0.52, -0.08, -0.10, -0.17, 0.08, 0.23, 0.07, 0.13, 0.09, 0.09, 0.17, -0.02, 0.03, -0.01],
  "lumo_ev": -0.282,
  "de_lowest_ev": 6.714,
  "fmax_ha_per_bohr": 0.1198,
  "orbital_gap_ev": 8.9
}



Entry 3:
{
  "formula": "C19H16N4OS2",
  "method": "ωB97M-V/def2-TZVPD",
  "elements": ["C", "H", "O", "C", "C", "C", "C", "C", "C", "H", "H", "N", "C", "N", "N", "C", "S", "H", "C", "C", "N", "H", "H", "S", "C", "C", "H", "C", "C", "C", "C", "C", "C", "H", "H", "H", "H", "H", "H", "H", "H", "H"],
  "positions_angstrom": [[4.219, -0.943, 3.698], [3.945, -2.002, 3.673], [4.720, -0.509, 2.456], [3.914, -0.584, 1.366], [2.600, -1.041, 1.375], [1.868, -1.069, 0.203], [2.431, -0.628, -0.985], [3.748, -0.179, -1.005], [4.480, -0.162, 0.160], [5.504, 0.177, 0.165], [4.195, 0.140, -1.933], [1.671, -0.654, -2.172], [0.347, -0.283, -2.324], [-0.096, -0.614, -3.500], [0.943, -1.207, -4.128], [2.057, -1.252, -3.356], [3.512, -1.885, -3.768], [0.857, -1.559, -5.067], [-0.447, 0.400, -1.330], [-0.011, 1.414, -0.503], [1.231, 1.980, -0.418], [1.291, 2.854, 0.078], [1.828, 1.906, -1.225], [-1.278, 1.956, 0.546], [-2.422, 0.816, -0.146], [-1.818, 0.091, -1.127], [-2.305, -0.670, -1.707], [-3.779, 0.751, 0.349], [-4.724, -0.088, -0.248], [-6.016, -0.145, 0.236], [-6.396, 0.629, 1.321], [-5.469, 1.467, 1.920], [-4.176, 1.528, 1.439], [-3.456, 2.182, 1.910], [-5.756, 2.075, 2.765], [-7.407, 0.580, 1.696], [-6.734, -0.799, -0.237], [-4.446, -0.693, -1.097], [0.855, -1.441, 0.214], [2.136, -1.388, 2.284], [5.031, -0.800, 4.409], [3.354, -0.350, 4.013]],
  "forces_ev_per_a": [[-0.1, -0.1, 0.2], [0.0, 0.0, 0.0], [0.1, 0.1, -0.3], [-0.1, 0.0, -0.2], [0.2, 0.0, 0.3], [0.1, 0.0, -0.4], [0.4, -0.2, 0.7], [-0.2, 0.0, 0.0], [0.0, 0.0, 0.2], [0.1, 0.0, 0.0], [0.0, 0.0, -0.1], [-0.4, -0.1, -0.9], [-0.1, 0.0, -0.5], [-0.7, 0.3, 0.2], [0.5, 0.1, 0.9], [-0.1, -0.1, -0.4], [0.6, -0.4, -0.2], [0.1, 0.0, 0.1], [0.1, 0.4, 0.4], [-0.4, -0.2, -0.1], [0.0, 0.3, 0.1], [0.1, 0.0, -0.1], [0.0, 0.1, 0.1], [0.0, -0.4, -0.3], [0.8, 0.0, -0.3], [-0.3, 0.3, 0.4], [-0.2, -0.2, -0.1], [-0.6, 0.0, 0.2], [0.1, 0.1, 0.1], [-0.1, 0.0, 0.0], [-0.1, 0.0, 0.1], [-0.1, 0.0, 0.1], [0.1, -0.1, -0.2], [0.0, 0.1, 0.1], [0.0, 0.0, 0.1], [-0.1, 0.0, 0.0], [-0.1, -0.1, 0.0], [0.0, -0.1, -0.1], [-0.1, 0.0, 0.0], [0.0, 0.0, 0.1], [-0.1, 0.0, 0.0], [0.0, 0.0, 0.0]],
  "lowdin_charge": [-0.09, 0.10, -0.08, -0.27, 0.00, 0.00, -0.26, -0.05, 0.01, 0.12, 0.09, 0.05, -0.24, 0.13, 0.02, -0.83, 0.61, 0.15, -0.22, -0.56, 0.10, 0.09, 0.10, 1.12, -0.45, -0.06, 0.12, -0.25, -0.03, -0.08, -0.09, -0.08, -0.07, 0.08, 0.10, 0.10, 0.10, 0.11, 0.13, 0.11, 0.09, 0.10],
  "lumo_ev": 0.376,
  "de_lowest_ev": 1.611,
  "fmax_ha_per_bohr": 0.0196,
  "orbital_gap_ev": 7.9,
  "smiles": "COc1ccc(-n2c(-c3cc(-c4ccccc4)sc3N)n[nH]c2=S)cc1"
}



Entry 4:
{
  "formula": "C47H50AsCaGe2NOP",
  "method": "ωB97M-V/def2-TZVPD",
  "elements": ["Ca", "O", "C", "C", "C", "C", "C", "C", "N", "H", "H", "H", "H", "H", "H", "H", "C", "C", "As", "C", "C", "C", "C", "C", "C", "C", "C", "C", "C", "C", "C", "P", "C", "C", "C", "C", "C", "C", "C", "C", "C", "C", "C", "C", "H", "H", "H", "H", "H", "H", "H", "H", "H", "H", "H", "H", "H", "H", "H", "H", "H", "H", "H", "H", "H", "H", "H", "H", "C", "Ge", "C", "C", "Ge", "C", "C", "C", "C", "C", "C", "C", "C", "C", "C", "C", "C", "H", "H", "H", "H", "H", "H", "H", "H", "H", "H", "H", "H", "H", "H", "H", "H", "H", "H", "H"],
  "positions_angstrom": [[-1.483, -0.541, -0.159], [-1.706, -0.205, 2.117], [-1.989, 1.089, 2.680], [-1.889, 2.153, 1.620], [-1.948, 3.486, 2.010], [-1.881, 4.468, 1.041], [-1.753, 4.089, -0.287], [-1.699, 2.743, -0.584], [-1.768, 1.781, 0.346], [-1.688, -0.854, 2.833], [-1.261, 1.283, 3.478], [-3.004, 1.071, 3.094], [-2.042, 3.738, 3.055], [-1.923, 5.512, 1.315], [-1.696, 4.818, -1.081], [-1.586, 2.412, -1.611], [2.938, -1.150, -0.744], [4.163, -0.248, -0.718], [5.772, -1.414, -0.740], [7.123, -0.088, -0.276], [6.963, 1.272, -0.510], [7.982, 2.163, -0.199], [9.165, 1.701, 0.352], [9.333, 0.343, 0.585], [8.321, -0.546, 0.268], [5.435, -2.124, 1.050], [5.130, -3.474, 1.181], [4.852, -4.019, 2.430], [4.895, -3.216, 3.557], [5.213, -1.869, 3.436], [5.476, -1.326, 2.190], [1.381, -0.318, -0.348], [1.166, 1.044, -1.528], [1.867, 2.250, -1.509], [1.637, 3.209, -2.481], [0.730, 2.972, -3.504], [0.052, 1.764, -3.565], [0.264, 0.814, -2.573], [1.591, 0.423, 1.298], [1.355, 1.763, 1.595], [1.454, 2.221, 2.901], [1.794, 1.346, 3.923], [2.030, 0.008, 3.635], [1.927, -0.452, 2.334], [3.019, -1.962, -0.010], [2.801, -1.628, -1.718], [4.193, 0.368, 0.185], [4.181, 0.409, -1.590], [6.051, 1.659, -0.946], [7.851, 3.217, -0.394], [9.957, 2.393, 0.595], [10.256, -0.024, 1.009], [8.471, -1.604, 0.456], [5.115, -4.114, 0.306], [4.627, -5.070, 2.522], [4.709, -3.643, 4.531], [5.276, -1.248, 4.318], [5.748, -0.279, 2.109], [2.611, 2.435, -0.744], [2.186, 4.138, -2.454], [0.572, 3.719, -4.268], [-0.619, 1.558, -4.384], [-0.230, -0.159, -2.669], [1.067, 2.462, 0.814], [1.283, 3.265, 3.115], [1.888, 1.706, 4.936], [2.313, -0.677, 4.420], [2.134, -1.499, 2.137], [-3.398, -0.224, -4.493], [-4.233, -1.664, -3.483], [-6.123, -1.829, -3.889], [-3.227, -3.308, -3.758], [-4.125, -1.145, -1.088], [-4.929, 0.527, -0.544], [-5.522, 0.702, 0.711], [-6.095, 1.916, 1.055], [-6.083, 2.972, 0.154], [-5.504, 2.812, -1.095], [-4.925, 1.601, -1.439], [-4.595, -2.609, 0.093], [-4.403, -2.546, 1.477], [-4.755, -3.607, 2.296], [-5.307, -4.752, 1.742], [-5.496, -4.836, 0.372], [-5.128, -3.780, -0.448], [-3.251, -0.563, -5.519], [-2.422, 0.034, -4.083], [-4.013, 0.673, -4.525], [-6.218, -1.989, -4.963], [-6.666, -0.924, -3.624], [-6.575, -2.671, -3.372], [-3.235, -3.552, -4.820], [-3.651, -4.148, -3.215], [-2.187, -3.190, -3.451], [-5.576, -0.120, 1.410], [-6.572, 2.036, 2.016], [-6.540, 3.913, 0.422], [-5.513, 3.628, -1.804], [-4.468, 1.498, -2.416], [-3.994, -1.649, 1.934], [-4.613, -3.542, 3.365], [-5.594, -5.577, 2.377], [-5.931, -5.725, -0.060], [-5.285, -3.875, -1.515]],
  "forces_ev_per_a": [[0.7, 0.2, 0.3], [-0.1, -0.2, 0.0], [0.0, -0.1, 0.2], [-0.1, 0.1, 0.3], [0.0, -0.2, -0.1], [0.0, 0.0, 0.0], [0.0, -0.1, -0.1], [0.0, 0.2, -0.2], [0.1, 0.0, 0.0], [0.1, 0.1, -0.1], [-0.2, 0.1, -0.1], [0.1, 0.1, 0.0], [0.0, 0.0, 0.1], [0.0, 0.1, 0.0], [0.0, 0.0, 0.0], [0.0, 0.1, 0.1], [0.2, 0.0, 0.0], [0.1, 0.0, -0.1], [0.1, 0.0, -0.1], [-0.1, 0.0, 0.1], [0.0, 0.0, 0.0], [0.0, 0.0, 0.0], [0.0, 0.0, 0.0], [0.0, 0.0, 0.0], [0.0, -0.1, 0.0], [0.1, 0.0, 0.0], [-0.1, 0.0, 0.0], [0.0, 0.0, -0.1], [0.0, 0.0, 0.0], [0.0, 0.0, 0.0], [0.1, 0.1, 0.0], [-0.6, 0.0, 0.0], [0.0, -0.1, -0.2], [0.1, 0.0, 0.0], [0.0, 0.0, 0.0], [0.0, 0.0, 0.0], [0.1, 0.0, 0.1], [0.0, -0.1, -0.1], [0.2, 0.0, 0.0], [-0.2, 0.1, -0.1], [0.1, -0.1, 0.1], [0.0, 0.0, -0.1], [0.0, 0.0, 0.0], [0.0, 0.0, 0.0], [0.1, 0.0, -0.1], [0.0, 0.0, 0.0], [0.0, 0.0, 0.0], [0.0, 0.0, 0.0], [-0.1, 0.0, 0.0], [0.0, 0.1, 0.0], [0.1, 0.1, 0.0], [0.1, 0.0, 0.0], [0.0, 0.0, 0.0], [0.0, 0.0, 0.0], [0.0, -0.1, 0.0], [0.0, 0.0, 0.1], [0.0, 0.1, 0.1], [0.0, 0.0, 0.0], [0.0, 0.0, 0.0], [0.1, 0.1, 0.0], [0.0, 0.0, -0.1], [-0.1, 0.0, -0.1], [0.1, 0.1, 0.0], [0.1, -0.1, 0.1], [0.0, 0.1, 0.0], [0.0, 0.0, 0.1], [0.0, -0.1, 0.1], [0.0, 0.0, 0.0], [0.1, 0.1, -0.1], [0.1, 0.0, 0.1], [-0.1, 0.0, -0.1], [0.1, 0.0, 0.0], [-0.9, -0.2, -0.5], [0.1, 0.0, 0.1], [-0.1, 0.1, 0.0], [0.0, 0.0, 0.0], [0.0, 0.0, 0.0], [0.1, 0.0, -0.1], [0.1, 0.1, 0.0], [0.1, 0.0, 0.1], [0.0, 0.1, 0.1], [0.0, 0.0, 0.0], [0.0, 0.0, 0.0], [0.0, 0.0, 0.0], [0.0, -0.1, 0.0], [0.0, 0.0, 0.0], [0.0, 0.0, 0.0], [0.0, 0.0, 0.0], [-0.1, 0.0, 0.0], [0.0, 0.0, 0.0], [0.0, -0.1, 0.0], [0.0, 0.0, -0.1], [0.0, -0.1, 0.0], [0.0, 0.0, 0.0], [0.0, -0.1, 0.0], [0.0, 0.0, 0.1], [0.0, 0.1, 0.0], [0.0, 0.0, 0.0], [0.0, 0.0, 0.0], [0.0, 0.0, 0.0], [0.0, 0.0, 0.1], [0.0, 0.0, 0.0], [0.0, -0.1, 0.0], [0.0, 0.0, 0.0]],
  "mulliken_spin": [0.17, 0.00, 0.00, 0.02, 0.00, 0.00, 0.01, 0.00, -0.08, 0.00, 0.00, 0.00, 0.00, 0.00, 0.00, 0.01, 0.01, 0.00, 0.00, 0.00, 0.00, 0.00, 0.00, 0.00, 0.00, 0.00, 0.00, 0.00, 0.00, 0.00, 0.00, -0.02, 0.00, 0.00, 0.00, 0.00, 0.00, 0.01, 0.01, -0.01, 0.00, 0.00, 0.00, 0.00, 0.00, 0.00, 0.00, 0.00, 0.00, 0.00, 0.00, 0.00, 0.00, 0.00, 0.00, 0.00, 0.00, 0.00, 0.00, 0.00, 0.00, 0.00, -0.01, 0.00, 0.00, 0.00, 0.00, 0.00, 0.00, 0.05, 0.03, 0.00, 0.63, 0.04, 0.04, -0.03, 0.06, -0.03, 0.03, -0.04, 0.00, -0.01, 0.03, -0.01, 0.08, 0.00, 0.00, 0.00, 0.01, 0.00, 0.00, 0.00, 0.00, 0.00, 0.00, 0.00, 0.00, 0.00, -0.01, 0.00, 0.00, 0.00, 0.00, 0.00],
  "lumo_ev": [-5.078, -6.908],
  "fmax_ha_per_bohr": 0.0202,
  "orbital_gap_ev": [7.0, 5.1],
  "total_charge": 2,
  "spin_multiplicity": 2
}